(1)
The following is a DFT calculation (wB97M-V/def2-TZVPD) of 2 unconnected molecules or ions with the total composition C2H3NO2S at a distorted geometry.

2S+1: 1
total energy: -681.3746 a.u.
net charge: 0

Each line ends with the natural charge from an NBO analysis.
Cartesian coordinates (Å):
C 3.3587 0.1332 -0.4259  0.847
C -2.7765 0.2722 0.5589  -0.730
N 2.5032 -0.4524 0.1139  -0.786
O 4.1776 0.7330 -1.0121  -0.545
O -0.7148 -0.6027 -0.4992  -0.948
S -1.8996 0.1582 -0.8179  1.203
H -2.2689 -0.2621 1.3317  0.235
H -3.8263 0.6446 0.6802  0.248
H 1.4465 -0.6241 0.0704  0.476

Atomic forces in eV per Å
C 0.7207 1.5962 -2.0250
C -0.7290 0.1850 -1.5848
N -3.8583 -1.9650 1.6535
O 0.4597 -0.1746 0.4175
O 1.9948 -0.8579 -0.1455
S -2.4165 0.9628 1.3601
H -0.0205 -0.1284 0.8227
H 1.3540 -0.1686 -0.3823
H 2.4951 0.5505 -0.1163



(2)
The following is a DFT calculation (wB97M-V/def2-TZVPD) of a gas-phase ion, C6H11BrNO2 (charge -1) at a distorted geometry.

2S+1: 1
total energy: -3014.5264 a.u.
structure (SMILES): CC(C)[C@](C)(Br)NC(=O)[O-]
net charge: -1

Each line ends with the natural charge from an NBO analysis.
Cartesian coordinates (Å):
C -2.2450 0.1266 0.1722  -0.610
C -0.7906 -0.0777 0.7145  -0.277
C -0.7353 -1.3973 1.4289  -0.620
C 0.3024 0.0816 -0.3768  0.298
C 0.1811 1.4096 -1.2512  -0.744
Br -0.0207 -1.4713 -1.7901  -0.262
N 1.6358 0.0036 0.1595  -0.753
C 2.9971 0.3822 -0.4600  0.903
O 3.8667 0.1918 0.3680  -0.736
O 2.9463 0.8158 -1.6057  -0.747
H -2.3881 -0.6476 -0.5378  0.217
H -3.0686 -0.2375 0.9485  0.190
H -2.4005 1.0330 -0.3111  0.208
H -0.5947 0.6355 1.4481  0.208
H -0.8509 -2.1435 0.5984  0.223
H 0.1698 -1.4388 1.9884  0.208
H -1.5259 -1.4680 2.1130  0.194
H 1.2403 1.2669 -1.6957  0.321
H -0.7729 1.4128 -1.8808  0.207
H 0.2542 2.3838 -0.6135  0.203
H 1.7993 -0.8616 0.5833  0.369

Atomic forces in eV per Å
C -0.0716 -2.7901 2.5107
C -1.3277 -0.7655 -1.4247
C 0.3107 -0.4483 -2.1283
C 0.9942 2.0922 0.3369
C 0.8621 -0.4463 0.8236
Br -0.0287 0.0860 -0.0929
N -1.8589 0.8455 -1.1015
C -1.8607 -0.0404 0.4165
O 1.1324 -0.2446 0.2621
O 0.6118 0.3098 -0.7300
H -0.0322 -0.6803 -1.1993
H 1.7019 1.5633 -1.1126
H -0.5826 1.7747 -0.3964
H 0.5641 1.7678 0.9681
H 0.3716 0.0252 1.2527
H 0.9113 -0.6300 0.2126
H -1.2909 -0.2256 0.9724
H -1.9396 0.9559 -0.6826
H 1.7126 -0.0189 0.6319
H -0.3495 -1.8541 -0.7133
H 0.1701 -1.2762 1.1940